{"formula": "C30H23N8O2S2Zr", "method": "ωB97M-V with the def2-TZVPD basis set", "species": ["Zr", "C", "C", "C", "C", "N", "C", "C", "C", "C", "C", "C", "N", "C", "C", "C", "C", "C", "N", "H", "H", "H", "H", "H", "H", "H", "H", "H", "H", "H", "S", "C", "C", "N", "C", "S", "C", "N", "N", "C", "C", "C", "C", "C", "C", "C", "C", "N", "C", "H", "H", "H", "H", "H", "H", "H", "H", "N", "C", "C", "O", "O", "H", "H", "H", "H"], "coordinates": [[-0.19110, 0.12465, -0.57041], [-2.17307, -0.56149, -4.85331], [-2.61177, -1.86552, -4.80421], [-2.25913, -2.63366, -3.70675], [-1.47995, -2.07681, -2.70435], [-1.08419, -0.79289, -2.73004], [-1.43550, -0.06580, -3.79030], [-1.02591, -2.88384, -1.55174], [-1.25288, -4.25875, -1.49199], [-0.77872, -4.98479, -0.42276], [-0.03613, -4.33324, 0.54881], [0.17283, -2.97367, 0.42405], [-0.34352, -2.25217, -0.58684], [1.12543, -2.25701, 1.30360], [1.61813, -2.79722, 2.48219], [2.65524, -2.14919, 3.13263], [3.18604, -1.00515, 2.56699], [2.59450, -0.50023, 1.42145], [1.55521, -1.08292, 0.82176], [-2.40809, 0.09348, -5.67931], [-3.21876, -2.28422, -5.59467], [-2.60239, -3.65353, -3.64401], [-1.13725, 0.96816, -3.77749], [-1.77740, -4.76022, -2.28786], [-0.94653, -6.05120, -0.36503], [0.41492, -4.88520, 1.35848], [1.21370, -3.71462, 2.88293], [3.06150, -2.54955, 4.05166], [4.03246, -0.49394, 3.00205], [2.97399, 0.39482, 0.95092], [1.95956, -0.11727, -1.96697], [1.90838, 1.17502, -3.13299], [2.93882, 1.16778, -4.12843], [3.77594, 1.15831, -4.91562], [0.99629, 2.17788, -3.11357], [-0.30145, 2.28130, -1.94721], [1.04121, 3.24005, -4.07117], [1.04559, 4.11387, -4.81799], [-0.94154, -0.02125, 1.87472], [-0.17433, 0.70625, 2.82607], [-0.24782, 0.50399, 4.17597], [0.53518, 1.27237, 5.06346], [1.37375, 2.23601, 4.58483], [1.49239, 2.44416, 3.18943], [2.40908, 3.36623, 2.63307], [2.54260, 3.44304, 1.27845], [1.75766, 2.60155, 0.46743], [0.87377, 1.74782, 0.94412], [0.72244, 1.66947, 2.30240], [-1.45879, -0.78767, 2.29289], [-1.66080, 0.61595, 1.49137], [-0.92900, -0.24209, 4.56741], [0.45305, 1.09886, 6.12737], [1.97203, 2.84079, 5.25348], [3.00304, 3.98638, 3.29271], [3.23860, 4.12043, 0.80566], [1.87567, 2.62562, -0.60657], [-2.35894, 2.54355, 0.67752], [-3.55079, 2.03816, 0.00148], [-3.24207, 0.85672, -0.91832], [-3.83500, 0.63341, -1.93642], [-2.24658, 0.10064, -0.45614], [-2.61672, 3.04100, 1.52107], [-1.85930, 3.20459, 0.09172], [-4.08789, 2.77770, -0.59551], [-4.24568, 1.66508, 0.75783]], "mulliken_charge": [0.63, -1.05, -0.69, -1.08, 0.88, 0.75, -0.22, 1.13, -1.30, -0.94, -1.29, 0.75, 0.89, 0.58, -1.06, -0.63, -1.16, -0.10, 0.63, 0.47, 0.46, 0.36, 0.41, 0.38, 0.45, 0.39, 0.44, 0.48, 0.49, 0.66, -0.39, 1.00, -0.29, -0.45, 0.42, -0.59, -0.31, -0.46, 0.20, 0.05, -0.77, -0.85, -0.94, 0.65, -0.87, -1.09, -0.42, 1.48, 0.23, 0.31, 0.30, 0.47, 0.44, 0.46, 0.47, 0.53, 0.13, -0.36, -0.75, 0.48, -0.59, -0.35, 0.24, 0.20, 0.38, 0.34], "e_above_lowest_kj_mol": 43.8, "total_charge": 1, "gap_ha": 0.236, "e_tot_ha": -2589.01997}